{
  "formula": "C3H5NS",
  "method": "ωB97M-V/def2-TZVPD",
  "relative_energy_kj_mol": 369.9,
  "e_homo_ev": -9.399,
  "total_energy_ha": -570.09366,
  "gap_ha": 0.3601,
  "molar_mass_g_mol": 87.1,
  "max_force_ev_per_a": 13.46,
  "species": ["C", "C", "C", "H", "H", "H", "H", "H", "N", "S"],
  "coordinates": [[-1.0172, 1.0756, 0.2741], [0.9759, -0.3288, -0.2427], [0.1561, -1.4420, -0.0613], [-1.6936, 2.1095, 0.2051], [-1.5916, 0.2326, 0.6961], [0.1431, 1.0121, 0.9996], [1.5246, 0.1317, 0.5250], [1.8962, -0.8280, -0.7502], [-0.3333, -2.6228, -0.2230], [-0.0602, 0.6601, -1.4228]],
  "atomic_forces_ev_per_a": [[2.387, 1.895, 0.613], [2.831, -1.039, -4.252], [-4.626, -12.632, -0.548], [2.236, -2.836, 0.333], [0.058, 0.350, -0.784], [-4.611, 1.502, -1.594], [-0.195, 1.018, 1.403], [-1.402, 0.845, -0.028], [3.791, 10.228, 1.764], [-0.468, 0.670, 3.091]]
}